A structure of composition C28H30N10O2STl. Source: the OMol25 dataset; level of theory: ωB97M-V/def2-TZVPD.

Element x y z (Å)
1 Tl 8.44257 14.62734 13.59872
2 N 9.26607 19.27438 16.17887
3 C 9.37078 18.08052 15.38188
4 S 7.96761 17.50266 14.65409
5 N 10.57422 17.58326 15.44259
6 N 10.76639 16.47874 14.68371
7 C 11.86213 15.86341 14.85904
8 C 12.20254 14.65082 14.01342
9 C 13.27047 13.86626 14.42722
10 C 13.48144 12.62685 13.74135
11 C 12.65612 12.25069 12.76998
12 C 11.56564 13.06465 12.42720
13 N 11.35440 14.17503 13.01080
14 H 8.31322 19.45917 16.39735
15 H 10.03382 19.34496 16.77597
16 H 12.51316 16.25222 15.59117
17 H 13.90272 14.13788 15.22880
18 H 14.31688 11.97034 14.08858
19 H 12.77339 11.31569 12.21891
20 H 10.82205 12.75239 11.63688
21 O 11.44904 7.48204 14.54164
22 C 11.84689 8.55451 15.03925
23 O 12.87335 8.78022 15.68674
24 C 10.89694 9.79462 14.92545
25 C 9.96565 9.79526 13.90251
26 C 9.23978 10.93350 13.65771
27 N 9.36662 12.03522 14.41067
28 C 10.18196 11.99309 15.45692
29 C 10.90967 10.85585 15.78157
30 C 10.21957 13.15700 16.39177
31 C 11.28378 13.43668 17.29591
32 C 11.12617 14.53057 18.14374
33 C 9.99232 15.32320 18.01939
34 C 9.08525 15.00120 17.01102
35 N 9.16505 13.94074 16.19445
36 C 8.22214 11.06366 12.52743
37 C 8.39708 10.18060 11.43676
38 C 7.43246 10.13207 10.48017
39 C 6.25431 10.88851 10.64682
40 C 6.22409 11.76297 11.76844
41 N 7.14414 11.84640 12.68347
42 H 9.86588 8.90641 13.23048
43 H 11.55816 10.76783 16.60960
44 H 12.13404 12.82572 17.29980
45 H 11.93058 14.77381 18.88870
46 H 9.91047 16.23429 18.62088
47 H 8.12926 15.52772 16.88482
48 H 9.27261 9.59839 11.30465
49 H 7.66707 9.51941 9.59340
50 H 5.47773 10.90714 9.85166
51 H 5.28735 12.32995 11.88236
52 C 14.65159 12.54478 7.76764
53 N 13.53182 11.93907 7.13936
54 C 13.85434 10.72804 6.41891
55 C 12.28814 12.11070 7.67491
56 N 12.09712 12.16008 8.93704
57 N 11.26488 12.03788 6.67010
58 C 9.88293 11.65431 7.07588
59 C 11.39207 12.88336 5.46845
60 H 15.49049 12.54588 6.99975
61 H 14.86089 11.95068 8.67289
62 H 14.66367 13.60385 8.07048
63 H 13.11809 10.54604 5.65665
64 H 13.94115 9.82631 7.08479
65 H 14.83823 10.87716 5.90769
66 H 11.13571 12.43213 9.18798
67 H 9.18171 12.46165 7.49050
68 H 10.02676 10.94483 7.88834
69 H 9.36925 11.21100 6.22770
70 H 12.48294 13.00775 5.22509
71 H 10.92447 13.86996 5.55205
72 H 10.83210 12.45472 4.63173

Force components x, y, z for each atom (eV/Å):
0.3267 0.2091 0.0020
-0.7306 -2.0463 -3.0449
0.2261 1.5875 1.6653
-0.7889 -0.1412 -0.4472
0.5995 -0.1606 0.0621
-0.7083 -0.3485 -0.5907
-0.8564 -0.9315 -2.1233
-0.5303 -0.8089 0.6479
-0.8340 -1.0624 -1.9401
2.0421 0.8585 2.6262
-1.2519 -1.4575 -2.2019
0.1483 -1.6080 -1.1554
-0.2549 3.5377 2.1604
-0.2145 0.3823 0.6772
0.8566 0.4502 1.3992
1.2783 0.0710 0.8199
0.5063 0.3930 0.7200
-0.8288 0.5763 -0.4555
0.1096 0.1935 0.2964
0.8924 0.2408 0.8746
-0.2011 0.5350 -0.3488
-0.6347 -0.4050 0.6097
0.7637 0.4337 0.3124
-0.1860 -1.7522 -0.8488
-0.0549 -0.9648 -1.4889
-0.9910 1.6637 -0.2919
0.0047 0.0810 0.0661
0.3521 -0.6629 0.8985
0.2036 0.2879 -0.7200
0.6405 -0.0879 -1.0388
-2.4283 0.6991 -0.4207
1.0043 -0.1581 0.2247
0.1965 0.2228 -0.3076
-1.3266 0.1709 0.3904
0.5522 1.0675 1.5594
0.9326 -1.6839 0.6036
-0.4207 1.4286 0.9561
-1.0882 0.0793 -1.1570
0.8976 0.4453 -0.1979
-2.1430 -1.0204 -2.1888
1.4144 -0.3007 0.6522
0.2158 0.7629 0.9671
0.6364 0.2438 0.8712
1.0257 -0.7851 0.1182
-0.9199 -0.2079 -0.8205
-0.3227 -0.4497 -0.2722
0.7260 0.3698 0.1024
0.7403 -0.3101 0.1991
-0.6656 0.2814 0.3866
0.5110 -0.0194 0.9323
0.6124 0.1152 0.2111
2.2054 -0.0902 0.3118
0.1962 0.9768 -1.1680
0.8649 -0.3222 0.0151
-2.0997 -0.7518 -0.2851
-0.2366 0.5401 -0.0543
-0.6523 0.5237 0.2592
0.6379 1.1794 0.6359
0.5492 -0.2194 0.1388
-0.6692 -0.4579 1.1613
0.7754 0.3299 -0.1734
-1.1806 -0.3376 -0.1391
-0.3800 -0.2382 -0.2345
-0.0732 0.6783 -0.4102
-0.7877 -0.1946 0.4189
0.5026 -0.1872 -0.3018
1.1838 -0.5513 -0.5927
-0.3105 -0.2738 -0.1152
0.0756 -0.1916 -0.0689
-1.2071 -0.1646 0.1204
0.1956 0.1923 0.5340
0.3759 -0.4549 -0.0039

The HOMO energy is -4.94 eV. The charge is -1. The calculation puts the frontier orbital gap at 0.255 Ha.

The molecule C28H30N2O6. Source: the OMol25 dataset; level of theory: ωB97M-V/def2-TZVPD.

Element x y z (Å)
1 C 5.80576 0.53031 1.29023
2 O 4.49953 0.76050 0.82688
3 C 3.76828 -0.30332 0.35938
4 C 4.25200 -1.60436 0.34586
5 C 3.47123 -2.64781 -0.11589
6 C 2.18130 -2.41013 -0.54053
7 C 1.66783 -1.12172 -0.52945
8 C 0.26424 -0.83562 -1.01463
9 C -0.59444 -2.10265 -1.23641
10 O -1.04941 -2.38313 -2.32777
11 N -0.80382 -2.79197 -0.11158
12 C -1.64041 -3.96425 -0.01868
13 C -0.90476 -5.08830 0.71384
14 C -1.03036 -4.72732 2.20106
15 C -2.23658 -3.77361 2.31030
16 C -2.83484 -3.69763 0.90211
17 N -0.46438 0.06720 -0.11934
18 C -0.34086 -0.03760 1.22632
19 O 0.15305 -1.01659 1.77912
20 C -0.79633 1.09888 2.03651
21 C -0.96949 1.13197 3.39919
22 C -1.32857 2.45693 3.71896
23 C -1.33721 3.13420 2.53525
24 O -1.02014 2.32741 1.51837
25 C -1.34793 0.98529 -0.72338
26 C -2.70023 0.94992 -0.39355
27 C -3.58061 1.83311 -0.99210
28 C -3.13314 2.74640 -1.92951
29 C -1.78180 2.78915 -2.26764
30 C -1.21141 3.76109 -3.23946
31 C -2.18567 4.46920 -4.14706
32 O -0.02001 3.96679 -3.29520
33 C -0.89795 1.90217 -1.65903
34 C 2.46990 -0.04725 -0.11961
35 O 1.87962 1.18151 -0.20858
36 C 2.64121 2.36922 -0.20875
37 H 5.81610 -0.14378 2.15272
38 H 6.18042 1.50702 1.59418
39 H 6.45034 0.12682 0.50242
40 H 5.24768 -1.81449 0.70066
41 H 3.87381 -3.64865 -0.13035
42 H 1.57411 -3.22458 -0.90021
43 H 0.32549 -0.32898 -1.98469
44 H -0.36724 -2.45644 0.74433
45 H -1.93660 -4.22951 -1.03665
46 H 0.13287 -5.16964 0.39470
47 H -1.40342 -6.03495 0.50428
48 H -1.16990 -5.62103 2.80799
49 H -0.12641 -4.22835 2.54842
50 H -1.90134 -2.78611 2.62788
51 H -2.96938 -4.12547 3.03530
52 H -3.57969 -4.48061 0.75698
53 H -3.30202 -2.73576 0.69498
54 H -0.84998 0.30452 4.06749
55 H -1.54516 2.85160 4.69016
56 H -1.54500 4.15951 2.29912
57 H -3.05259 0.23270 0.33388
58 H -4.62769 1.80230 -0.72957
59 H -3.83638 3.42853 -2.38019
60 H -2.84678 3.75260 -4.62802
61 H -2.78821 5.16486 -3.56607
62 H -1.63536 5.02697 -4.90045
63 H 0.14871 1.95502 -1.91473
64 H 1.94900 3.14828 -0.53101
65 H 3.47427 2.31306 -0.91237
66 H 3.02182 2.60795 0.78590

Force components x, y, z for each atom (eV/Å):
0.2094 -0.0256 0.0788
-0.4670 -0.1346 -0.1391
0.0231 0.1477 0.0124
0.0799 0.0948 0.0518
-0.0311 -0.0261 -0.0090
0.0944 0.0808 -0.0702
0.2796 0.2313 -0.0362
0.0792 -0.2003 -0.1532
0.2251 0.4070 -0.0158
-0.0465 -0.0363 -0.3520
-0.0622 -0.2662 0.5233
-0.2691 -0.2291 -0.3401
-0.0035 0.0261 -0.0863
0.0562 -0.0934 0.0961
-0.1342 0.0159 0.0879
0.0403 0.0198 -0.0799
-0.0275 -0.2279 0.0670
-0.0567 0.0736 -0.1865
-0.0223 0.1652 0.2130
0.0018 -0.2693 1.2587
0.1008 -0.2201 -0.8459
-0.0393 0.3688 -0.3817
-0.1351 0.1126 0.7789
0.2077 0.0946 -0.2807
-0.5825 0.3088 -0.3746
0.1122 -0.0034 -0.1857
-0.0744 -0.0275 0.1122
0.1884 0.0802 -0.0882
0.0768 -0.4134 0.4082
-0.1501 0.2015 -0.2039
0.2747 0.1019 -0.1254
0.0092 -0.0224 -0.0143
-0.0539 -0.0123 0.0511
0.0499 -0.1870 -0.1520
0.0972 -0.4063 0.1748
0.1772 0.5631 -0.0302
0.0071 0.0100 -0.0465
0.0319 -0.0950 -0.0015
-0.0302 -0.0028 0.0397
0.1018 0.0370 0.0394
0.0369 -0.0939 -0.0051
-0.0528 -0.0921 -0.0002
-0.0854 -0.1397 0.1944
0.0349 0.1455 -0.1645
0.0431 0.0185 0.1486
0.0246 -0.0688 -0.0832
-0.0052 -0.0376 -0.0233
0.0858 0.0124 0.0539
0.0566 -0.0326 0.0741
-0.0262 0.0429 0.0580
0.0013 0.0756 0.0590
-0.0541 -0.0408 -0.0186
-0.0681 0.0062 -0.0722
0.0674 -0.2177 0.0710
-0.0577 0.1522 0.1639
-0.0143 0.1075 -0.1436
-0.0182 -0.1005 0.0428
-0.0774 -0.0027 0.0204
-0.0665 0.0633 -0.0876
-0.1182 -0.0281 -0.0178
-0.1234 0.0412 0.0368
0.0177 0.0003 0.0218
0.1015 -0.0071 -0.0147
0.0512 -0.0285 -0.0143
-0.0450 0.0032 0.0350
-0.0465 -0.0205 -0.1291

The HOMO energy is -8.11 eV. As for the SMILES: COc1cccc([C@@H](C(=O)NC2CCCC2)N(C(=O)c2ccco2)c2cccc(C(C)=O)c2)c1OC. The calculation puts the frontier orbital gap at 0.309 Ha.

A structure of composition C28H30N2RuS4. Source: the OMol25 dataset; level of theory: ωB97M-V/def2-TZVPD.

Element x y z (Å)
1 Ru 0.69844 -1.32785 0.60836
2 C 3.52883 1.02346 -2.24291
3 C 3.53712 -0.36770 -1.61230
4 S 2.68094 -0.22065 -0.01488
5 C 3.73787 -1.02614 1.21735
6 C 3.40581 -0.32949 2.53463
7 S 1.59748 -0.25554 2.84697
8 C 1.22309 1.52877 3.03715
9 C 0.66557 2.29254 1.84050
10 S 1.98778 3.00845 0.82053
11 C 1.04011 3.53375 -0.63944
12 C 1.77104 3.29206 -1.95726
13 S 1.81064 1.55563 -2.49756
14 H 4.05899 0.99320 -3.19477
15 H 4.03376 1.73165 -1.58676
16 H 4.55872 -0.69342 -1.41069
17 H 3.05195 -1.10616 -2.24811
18 H 4.78753 -0.87381 0.96570
19 H 3.55361 -2.10147 1.26933
20 H 3.76796 0.69693 2.51462
21 H 3.85634 -0.84819 3.37828
22 H 2.12901 1.99063 3.43243
23 H 0.49281 1.53762 3.84631
24 H 0.04802 3.10310 2.23121
25 H 0.03086 1.64883 1.22845
26 H 0.82218 4.59877 -0.54713
27 H 0.09089 2.99660 -0.64534
28 H 2.78214 3.70008 -1.94854
29 H 1.22876 3.82326 -2.74075
30 C -4.23164 -0.08615 2.90318
31 C -2.94688 0.03057 3.41530
32 C -1.90516 -0.68083 2.84329
33 C -2.16022 -1.52665 1.77082
34 C -3.44773 -1.65698 1.25951
35 C -4.47793 -0.92784 1.82636
36 N -1.08154 -2.22594 1.15772
37 N -1.34971 -3.36159 0.71385
38 C -0.30383 -3.88856 -0.04302
39 C -0.36249 -5.20191 -0.48426
40 C 0.70571 -5.70800 -1.21045
41 C 1.80877 -4.90963 -1.48301
42 C 1.85365 -3.58426 -1.05286
43 C 0.79578 -3.04937 -0.33095
44 H -5.04270 0.47823 3.34362
45 H -2.75979 0.67192 4.26651
46 H -0.90431 -0.61337 3.24235
47 H -3.61890 -2.30412 0.41097
48 H -5.47819 -1.01189 1.42346
49 H -1.22770 -5.80744 -0.24924
50 H 0.68202 -6.73027 -1.56231
51 H 2.63839 -5.31667 -2.04624
52 H 2.72503 -2.98613 -1.28517
53 C -0.43948 -0.22684 -0.42802
54 C -1.22409 0.48630 -1.02750
55 C -2.15354 1.36880 -1.65529
56 C -2.04104 1.67165 -3.01504
57 C -2.94592 2.53717 -3.60684
58 C -3.95571 3.11830 -2.85154
59 C -4.06640 2.82621 -1.49826
60 C -3.17650 1.95108 -0.89939
61 H -1.24578 1.22188 -3.59537
62 H -2.86047 2.76243 -4.66162
63 H -4.65787 3.79635 -3.31784
64 H -4.85478 3.27616 -0.90929
65 H -3.26729 1.70245 0.15123

Force components x, y, z for each atom (eV/Å):
0.2626 0.4414 0.3360
0.0006 -0.0191 -0.0080
0.0934 -0.0199 0.0760
-0.0010 -0.0575 -0.1553
0.0190 0.0455 0.0188
0.0060 0.1115 -0.0307
0.1520 -0.1787 0.0393
-0.1286 0.0062 -0.0056
0.0355 0.0234 -0.0098
-0.0041 0.0328 0.0215
-0.0153 0.0290 0.0105
-0.0387 -0.0077 -0.0194
0.0407 0.0485 -0.0128
-0.0032 -0.0033 -0.0001
-0.0372 0.0156 0.0148
-0.0112 -0.0461 -0.0324
-0.0600 0.0335 0.0072
0.0026 0.0372 0.0157
0.0097 0.0087 -0.0213
0.0076 -0.0029 0.0092
-0.0127 -0.0130 -0.0007
0.0170 -0.0396 0.0082
-0.0177 0.0047 -0.0229
-0.0243 -0.0127 -0.0132
0.0293 -0.0030 -0.0067
-0.0130 -0.0046 -0.0162
0.0111 -0.0363 0.0204
0.0231 -0.0554 0.0270
0.0244 0.0199 -0.0013
-0.0079 0.0073 -0.0001
-0.0028 0.0217 0.0112
-0.0091 -0.0679 -0.1400
-0.3003 0.0269 0.2113
0.1226 -0.0123 -0.0186
-0.0318 0.0160 0.0186
0.0608 -0.0669 -0.0276
-0.2932 0.1111 0.0579
0.4214 -0.0629 -0.1149
-0.0676 0.0780 0.0603
0.0269 -0.0438 -0.0281
-0.0259 0.0533 0.0233
0.0521 -0.0913 -0.0413
-0.3656 -0.0263 -0.0892
0.0038 -0.0013 0.0052
0.0097 -0.0012 -0.0028
0.0088 -0.0193 0.0631
-0.0025 0.0019 -0.0013
0.0013 -0.0095 -0.0057
0.0019 -0.0042 0.0017
-0.0049 0.0003 0.0037
0.0013 -0.0042 0.0011
-0.0137 0.0087 -0.0168
0.1438 -0.3293 -0.2883
-0.1345 -0.0091 0.1040
0.0204 0.0648 -0.0264
0.0376 0.0576 0.0144
0.0132 0.0034 -0.0231
0.0117 -0.0094 0.0109
-0.0105 0.0110 0.0158
-0.0374 -0.0524 -0.0162
-0.0013 -0.0080 0.0002
-0.0052 -0.0031 -0.0012
-0.0006 0.0018 0.0003
0.0008 0.0030 -0.0037
0.0094 -0.0025 -0.0057

The HOMO energy (alpha / beta) is -10.51 / -10.65 eV. The charge is +1. Its multiplicity is 2. The calculation puts the frontier orbital gap (alpha / beta) at 0.243 / 0.228 Ha. As for the expectation value of S²: 0.7761.

Computed E_tot (Ha) in order:
-2353.73085 -1645.91943 -2881.79069
Computed relative energy (zero: lowest compared OMol25 entry of this formula, charge and spin) (kJ/mol) in order:
168.4 174.6 97.2